# 1
The following is a DFT calculation (the ωB97M-V functional and the def2-TZVPD basis) of an isolated molecule of C7H10O2 at a distorted geometry.

The highest occupied orbital energy is -0.3616 Ha. Its charge is 0. As for the largest force on an atom: 0.12890 Eh/bohr. The energy above the lowest of the compared OMol25 structures with the same formula, charge and spin comes out at 501.0 kJ/mol. As for the gap between HOMO and LUMO: 10.44 eV. Its calculated total energy is -423.009090 Eh.

Last column: Löwdin charge in e.
Element x y z (Å)
O1 -2.8805 0.2474 -1.9417  0.01
O2 -2.4269 0.6959 0.3268  -0.12
C1 -1.1462 0.0036 0.5505  -0.21
C2 1.8625 -0.0686 -0.8728  -0.21
C3 1.0994 1.2515 -0.3328  -0.21
C4 -3.0626 -0.1016 -0.7199  -0.21
C5 0.0815 0.9984 0.8897  -0.18
C6 1.9112 -1.2833 0.1792  -0.12
C7 1.7765 -2.4200 0.8368  0.05
H1 1.9080 2.0008 0.0421  0.11
H2 -0.3821 2.0354 1.1540  0.12
H3 2.9733 0.2447 -1.0442  0.11
H4 -1.2514 -0.7044 1.4731  0.13
H5 0.6221 0.6615 1.8660  0.12
H6 -0.9127 -0.6686 -0.3729  0.13
H7 0.5975 1.7793 -1.2431  0.13
H8 1.4616 -0.3728 -1.9180  0.12
H9 1.4377 -3.2476 1.5738  0.05
H10 -3.6690 -1.0517 -0.4466  0.17

=====

# 2
The following is a DFT calculation (the ωB97M-V functional and the def2-TZVPD basis) of a cluster of 7 separate species, C5H24N2O7 in total at a distorted geometry.

The highest occupied orbital energy is -0.3437 Ha. Its charge is 0. As for the largest force on an atom: 0.03904 Eh/bohr. The energy above the lowest of the compared OMol25 structures with the same formula, charge and spin comes out at 150.9 kJ/mol. As for the gap between HOMO and LUMO: 9.46 eV. Its calculated total energy is -841.090144 Eh.

Last column: Löwdin charge in e.
Element x y z (Å)
O1 2.0209 3.7402 -0.7488  -0.08
O2 -3.7604 -2.3191 -0.9443  -0.04
O3 1.4516 -0.5288 0.4864  0.03
O4 0.1628 1.9429 2.2495  -0.03
O5 -0.3936 0.6974 4.7184  -0.07
O6 2.9704 1.7956 1.0429  -0.05
O7 -1.2802 -3.9236 -0.8658  -0.04
N1 -1.5395 0.7818 0.0915  0.06
N2 0.7590 -0.0763 -1.6265  -0.14
C1 2.0853 -0.3616 -2.1783  -0.03
C2 0.5405 -0.3950 -0.3250  -0.41
C3 -1.0346 -1.1438 1.5078  -0.05
C4 -0.9453 -0.5485 0.1375  -0.36
C5 -0.1815 0.6078 -2.4950  -0.05
H1 -0.4598 -4.4033 -1.0157  0.05
H2 2.4050 0.4353 -2.8499  0.09
H3 -1.2571 -1.2149 -0.6683  0.11
H4 1.0351 1.8432 1.8579  0.03
H5 3.8471 1.6332 0.6724  0.08
H6 -2.5169 0.7293 -0.0783  0.07
H7 -0.5672 -0.5470 2.2824  0.05
H8 0.0426 0.3021 -3.5218  0.09
H9 -1.4095 1.3156 0.9427  0.06
H10 -1.2272 0.3936 -2.3375  0.07
H11 -0.6574 -2.1667 1.5567  0.09
H12 2.8291 -0.5201 -1.4129  0.08
H13 2.4229 1.1658 0.5434  0.01
H14 -1.7096 -3.9212 -1.7151  0.03
H15 2.4440 3.1422 -0.0945  -0.01
H16 -3.0476 -2.7803 -0.4954  0.00
H17 -0.9640 -0.0410 4.5093  0.02
H18 -3.4267 -1.5128 -1.3275  0.01
H19 -2.0828 -1.2487 1.8003  0.09
H20 0.0576 2.6703 2.8542  0.07
H21 1.3792 3.1485 -1.1584  0.01
H22 1.9488 -1.2506 -2.7998  0.09
H23 0.0334 1.6775 -2.4497  0.09
H24 0.0255 0.8812 3.8552  -0.01

=====

# 3
The following is a DFT calculation (the ωB97M-V functional and the def2-TZVPD basis) of a structure of composition C20H13Cl5FeN3O5.

The highest occupied orbital energy (spin up / spin down) is -0.1898 / -0.2143 Ha. Its charge is -1. As for the largest force on an atom: 0.01485 Eh/bohr. As for the gap between HOMO and LUMO (spin up / spin down): 7.00 / 5.78 eV. Its calculated total energy is -4875.129375 Eh. Its multiplicity is 5.

Last column: Löwdin charge in e.
Element x y z (Å)
Fe1 -0.9908 -0.2511 -0.3696  0.50
Cl1 -0.8375 3.2685 3.8052  0.61
Cl2 -4.0620 2.5158 2.9811  -0.17
Cl3 -2.2459 -0.9399 3.6628  0.51
Cl4 -2.9313 -1.6923 0.8900  0.62
Cl5 -1.9590 4.7624 1.5464  0.62
O1 0.1671 3.1377 -4.0767  0.15
O2 -2.4547 3.0863 -5.4419  0.15
O3 -2.6258 0.2862 -1.5888  0.01
O4 -0.0415 1.1471 -1.8216  0.06
O5 -4.2424 1.2958 -3.9167  0.15
N1 -0.6160 -1.8012 -1.4992  -0.04
N2 0.4300 -1.1184 0.7836  -0.05
N3 -1.3187 1.2197 0.8082  0.15
C1 0.8600 -2.2213 0.2625  -0.06
C2 -0.9066 1.5267 -2.6084  -0.26
C3 2.8396 0.5891 0.8610  -0.03
C4 1.0144 -0.6730 2.0500  -0.18
C5 -1.6568 3.2624 2.3027  -1.35
C6 -1.4679 2.1424 1.4800  -0.32
C7 0.5419 -3.7256 -1.8356  -0.06
C8 -3.4523 -0.8371 2.3654  -0.97
C9 -1.0070 -2.3226 -2.6686  -0.14
C10 5.1221 0.5479 1.6214  -0.10
C11 4.1578 0.9903 0.7215  -0.08
C12 -0.3120 -3.5176 -2.9247  -0.10
C13 4.7564 -0.2988 2.6567  -0.10
C14 -0.7925 2.4876 -3.7540  -0.25
C15 2.4619 -0.2611 1.9003  -0.21
C16 3.4312 -0.7022 2.7917  -0.05
C17 -3.0988 1.5583 -3.6470  -0.26
C18 0.3239 -2.6461 -0.9794  -0.32
C19 -2.2830 1.0388 -2.5068  -0.26
C20 -2.1665 2.4842 -4.4467  -0.24
H1 0.9213 -1.4490 2.8129  0.11
H2 5.5021 -0.6536 3.3573  0.10
H3 3.1472 -1.3688 3.5990  0.11
H4 -3.6312 0.2099 2.1382  -0.08
H5 2.0931 0.9272 0.1501  0.11
H6 -1.7684 -1.8469 -3.2712  0.10
H7 -4.3481 -1.3385 2.7037  0.02
H8 1.6247 -2.8169 0.7644  0.14
H9 1.2295 -4.5430 -1.6778  0.09
H10 0.4297 0.1772 2.3990  0.08
H11 -0.4256 -4.1435 -3.7965  0.08
H12 4.4351 1.6482 -0.0931  0.10
H13 6.1533 0.8592 1.5092  0.10

=====

Please write out number 2 again, unchanged.
The following is a DFT calculation (the ωB97M-V functional and the def2-TZVPD basis) of a cluster of 7 separate species, C5H24N2O7 in total at a distorted geometry.

The highest occupied orbital energy is -0.3437 Ha. Its charge is 0. As for the largest force on an atom: 0.03904 Eh/bohr. The energy above the lowest of the compared OMol25 structures with the same formula, charge and spin comes out at 150.9 kJ/mol. As for the gap between HOMO and LUMO: 9.46 eV. Its calculated total energy is -841.090144 Eh.

Last column: Löwdin charge in e.
Element x y z (Å)
O1 2.0209 3.7402 -0.7488  -0.08
O2 -3.7604 -2.3191 -0.9443  -0.04
O3 1.4516 -0.5288 0.4864  0.03
O4 0.1628 1.9429 2.2495  -0.03
O5 -0.3936 0.6974 4.7184  -0.07
O6 2.9704 1.7956 1.0429  -0.05
O7 -1.2802 -3.9236 -0.8658  -0.04
N1 -1.5395 0.7818 0.0915  0.06
N2 0.7590 -0.0763 -1.6265  -0.14
C1 2.0853 -0.3616 -2.1783  -0.03
C2 0.5405 -0.3950 -0.3250  -0.41
C3 -1.0346 -1.1438 1.5078  -0.05
C4 -0.9453 -0.5485 0.1375  -0.36
C5 -0.1815 0.6078 -2.4950  -0.05
H1 -0.4598 -4.4033 -1.0157  0.05
H2 2.4050 0.4353 -2.8499  0.09
H3 -1.2571 -1.2149 -0.6683  0.11
H4 1.0351 1.8432 1.8579  0.03
H5 3.8471 1.6332 0.6724  0.08
H6 -2.5169 0.7293 -0.0783  0.07
H7 -0.5672 -0.5470 2.2824  0.05
H8 0.0426 0.3021 -3.5218  0.09
H9 -1.4095 1.3156 0.9427  0.06
H10 -1.2272 0.3936 -2.3375  0.07
H11 -0.6574 -2.1667 1.5567  0.09
H12 2.8291 -0.5201 -1.4129  0.08
H13 2.4229 1.1658 0.5434  0.01
H14 -1.7096 -3.9212 -1.7151  0.03
H15 2.4440 3.1422 -0.0945  -0.01
H16 -3.0476 -2.7803 -0.4954  0.00
H17 -0.9640 -0.0410 4.5093  0.02
H18 -3.4267 -1.5128 -1.3275  0.01
H19 -2.0828 -1.2487 1.8003  0.09
H20 0.0576 2.6703 2.8542  0.07
H21 1.3792 3.1485 -1.1584  0.01
H22 1.9488 -1.2506 -2.7998  0.09
H23 0.0334 1.6775 -2.4497  0.09
H24 0.0255 0.8812 3.8552  -0.01